C52H49F9NNaO4P2STe | ωB97M-V with the def2-TZVPD basis set

Calculated values
ΔE to the lowest compared entry with this formula, charge and spin = 2.8686 eV
F_max = 3.035 eV/Å
E_tot = -129979.531 eV
Frontier orbital gap = 0.16200 Ha

Structure (ORCA input):
```
! wB97M-V def2-TZVPD RIJCOSX def2/J DEFGRID3
* xyz -2 1
Na 0.32 -0.04 -0.41
C -0.22 1.75 2.98
P -1.50 0.38 3.04
C -3.06 1.33 3.14
C -4.09 1.07 4.04
C -5.30 1.73 3.95
C -5.53 2.64 2.93
C -4.54 2.86 1.98
C -3.33 2.21 2.08
C -1.20 -0.02 4.80
C -0.44 -1.16 5.05
C -0.03 -1.47 6.34
C -0.39 -0.64 7.39
C -1.13 0.50 7.15
C -1.53 0.81 5.87
C 1.03 1.03 2.64
C 2.23 0.87 3.31
C 2.95 -0.10 2.59
C 2.13 -0.49 1.53
C 2.25 -1.56 0.52
P 0.54 -2.60 0.66
C -1.08 -3.96 0.64
C -1.55 -4.93 -0.25
C -2.59 -5.79 0.09
C -3.20 -5.68 1.32
C -2.78 -4.71 2.21
C -1.74 -3.87 1.86
C 1.42 -3.91 1.59
C 1.50 -5.25 1.22
C 2.20 -6.16 1.99
C 2.84 -5.75 3.15
C 2.75 -4.42 3.54
C 2.05 -3.52 2.77
N 0.97 0.21 1.57
H -0.17 2.30 3.92
H -0.52 2.43 2.18
H -3.94 0.34 4.83
H -6.09 1.52 4.67
H -6.48 3.16 2.86
H -4.72 3.54 1.16
H -2.57 2.35 1.32
H -0.15 -1.78 4.22
H 0.57 -2.35 6.51
H -0.07 -0.88 8.40
H -1.39 1.15 7.98
H -2.09 1.72 5.69
H 2.57 1.39 4.20
H 3.93 -0.48 2.82
H 3.18 -2.13 0.62
H 2.22 -1.13 -0.49
H -1.10 -5.02 -1.23
H -2.92 -6.54 -0.61
H -4.02 -6.35 1.59
H -3.27 -4.61 3.17
H -1.41 -3.10 2.55
H 1.00 -5.60 0.32
H 2.26 -7.19 1.67
H 3.40 -6.46 3.75
H 3.23 -4.10 4.45
H 1.99 -2.48 3.06
C -2.18 -0.99 -3.45
C -3.11 -1.30 -2.31
S -2.16 -1.14 -0.72
O -1.64 0.24 -0.78
C -3.65 -0.95 0.36
C -4.58 -2.14 0.33
H -2.71 -0.93 -4.40
H -1.40 -1.74 -3.52
H -1.69 -0.03 -3.26
H -3.48 -2.32 -2.35
H -3.94 -0.59 -2.27
H -4.14 -0.02 0.08
H -3.21 -0.83 1.35
H -5.07 -2.25 -0.63
H -5.36 -2.03 1.09
H -4.02 -3.04 0.55
Te 0.11 3.01 -0.92
C -1.02 4.60 -1.85
C -0.33 5.71 -2.32
C -1.00 6.82 -2.80
C -2.39 6.84 -2.83
C -3.09 5.73 -2.39
C -2.41 4.62 -1.91
C 0.25 4.36 0.73
C 1.46 4.44 1.41
C 1.63 5.33 2.46
C 0.59 6.15 2.84
C -0.63 6.07 2.19
C -0.79 5.18 1.14
H 0.75 5.70 -2.29
H -0.44 7.69 -3.15
H -2.92 7.71 -3.19
H -4.17 5.74 -2.41
H -2.96 3.76 -1.56
H 2.27 3.79 1.11
H 2.58 5.38 2.97
H 0.71 6.86 3.66
H -1.46 6.69 2.50
H -1.75 5.12 0.64
F -0.20 1.96 -3.67
C 1.10 2.01 -3.94
F 1.48 3.29 -3.76
F 1.22 1.80 -5.27
C 1.91 0.99 -3.05
O 1.30 0.70 -1.95
C 3.32 1.64 -2.83
F 3.83 2.20 -3.95
F 4.23 0.75 -2.43
F 3.28 2.60 -1.91
C 2.16 -0.28 -3.92
F 3.00 -0.09 -4.97
F 2.70 -1.27 -3.21
F 1.03 -0.75 -4.45
C 1.92 -4.23 -2.75
O 1.74 -3.84 -1.41
C 0.70 -3.05 -1.12
O -0.08 -2.67 -1.97
H 2.98 -4.12 -3.01
H 1.31 -3.61 -3.41
H 1.62 -5.28 -2.86
*
```



C52H50BrN2O16P | ωB97M-V with the def2-TZVPD basis set

Calculated values
F_max = 3.079 eV/Å
E_tot = -169795.464 eV
Frontier orbital gap = 0.24504 Ha

Structure (ORCA input):
```
! wB97M-V def2-TZVPD RIJCOSX def2/J DEFGRID3
* xyz 0 1
C -3.00 -0.62 0.30
C -1.69 -1.47 0.38
N -0.72 -0.79 1.20
P 0.99 -1.22 1.07
C 1.45 -0.19 2.54
C 2.96 0.02 2.74
O 3.55 -0.68 3.55
C 3.75 1.11 2.04
C 4.27 1.04 0.76
C 5.01 2.11 0.30
C 5.26 3.23 1.05
C 4.71 3.31 2.32
C 3.98 2.25 2.79
C 1.00 -0.39 -0.58
C 0.18 0.93 -0.74
C 0.69 2.08 0.16
O 0.46 1.34 -2.11
O 2.69 -1.76 0.96
N 3.22 -2.09 -0.25
O 2.67 -2.99 -0.79
C 0.54 -3.01 1.63
Br -0.64 -2.94 3.24
C 1.76 -3.82 2.18
C 1.31 -5.13 2.93
H -3.27 -0.35 -0.72
H -3.83 -1.19 0.75
H -2.88 0.26 0.95
H -2.03 -2.45 0.77
H -1.40 -1.65 -0.66
H -1.05 -0.35 2.04
H 0.95 0.78 2.51
H 1.11 -0.67 3.46
H 4.11 0.15 0.15
H 5.43 2.01 -0.71
H 5.86 4.04 0.64
H 4.90 4.18 2.95
H 3.57 2.31 3.80
H 0.63 -1.10 -1.32
H 1.98 -0.08 -0.95
H -0.89 0.78 -0.73
H 0.94 2.93 -0.47
H -0.06 2.44 0.87
H 1.62 1.77 0.66
H 1.39 1.57 -2.18
H 0.10 -3.61 0.83
H 2.40 -4.20 1.39
H 2.28 -3.25 2.95
H 0.39 -5.57 2.52
H 1.28 -5.00 4.01
H 2.10 -5.88 2.76
O -1.95 -2.29 -3.19
C -1.26 -2.05 -4.17
C -0.15 -1.07 -4.09
C 0.60 -0.80 -5.16
C 0.36 -1.47 -6.46
O 1.05 -1.23 -7.43
C -0.75 -2.45 -6.53
C -1.50 -2.72 -5.46
H 0.01 -0.59 -3.14
H 1.41 -0.09 -5.12
H -0.92 -2.93 -7.49
H -2.31 -3.43 -5.49
O -1.20 -3.94 -9.61
C -0.22 -4.52 -10.04
C 0.87 -4.97 -9.13
C 1.94 -5.60 -9.60
C 2.09 -5.88 -11.05
O 3.07 -6.46 -11.48
C 1.00 -5.43 -11.96
C -0.07 -4.80 -11.48
H 0.74 -4.76 -8.08
H 2.74 -5.94 -8.96
H 1.13 -5.64 -13.01
H -0.87 -4.46 -12.13
O 3.68 3.38 10.63
C 3.65 3.46 9.42
C 3.24 4.70 8.73
C 3.21 4.78 7.40
C 3.60 3.63 6.56
O 3.57 3.70 5.34
C 4.01 2.38 7.24
C 4.04 2.30 8.57
H 2.96 5.54 9.36
H 2.91 5.68 6.88
H 4.29 1.55 6.60
H 4.34 1.40 9.09
O -7.21 0.74 5.95
C -6.11 0.69 5.44
C -4.88 0.87 6.24
C -3.67 0.81 5.68
C -3.52 0.56 4.23
O -2.41 0.51 3.72
C -4.75 0.38 3.42
C -5.95 0.43 3.99
H -5.01 1.05 7.30
H -2.76 0.94 6.25
H -4.62 0.20 2.37
H -6.87 0.30 3.42
O 2.97 7.83 6.29
C 2.15 7.96 5.40
C 1.90 9.29 4.79
C 1.00 9.44 3.82
C 0.22 8.30 3.30
O -0.60 8.44 2.41
C 0.47 6.97 3.91
C 1.36 6.81 4.88
H 2.48 10.11 5.18
H 0.81 10.40 3.36
H -0.11 6.14 3.52
H 1.56 5.84 5.33
O -8.72 -3.46 -4.72
C -7.62 -3.49 -5.22
C -6.40 -3.27 -4.40
C -5.18 -3.29 -4.95
C -5.00 -3.54 -6.40
O -3.90 -3.57 -6.91
C -6.22 -3.76 -7.22
C -7.43 -3.73 -6.67
H -6.55 -3.09 -3.34
H -4.28 -3.14 -4.37
H -6.07 -3.93 -8.28
H -8.34 -3.89 -7.25
*
```